[1]
Computed, not measured: one molecule with the formula C5H10N2S at a distorted geometry, with the ωB97M-V functional and the def2-TZVPD basis.

The spin multiplicity is 1. The calculation puts the highest occupied orbital energy at -0.32601 hartree. Its LUMO energy is 0.829 eV. The orbital gap comes out at 9.70 eV. Its structure (SMILES) is [H]/N=C(\[C@@H]1CS1)N(C)C. The energy above the lowest of the compared OMol25 structures with the same formula, charge and spin is 33.58 kcal per mole.

Positions of all 18 atoms, in Å:
H (0.671340, 2.372395, -0.060018)
N (-0.174224, 1.790757, -0.259208)
C (-0.011658, 0.581469, 0.133944)
C (1.366513, 0.162690, 0.602928)
C (2.553628, 0.856593, 0.054582)
S (2.458556, -0.903012, -0.484726)
N (-1.038828, -0.275634, 0.241623)
C (-0.791654, -1.685862, 0.197932)
C (-2.277900, 0.083692, -0.466704)
H (1.472774, -0.035627, 1.674662)
H (2.365287, 1.490168, -0.812268)
H (3.410369, 1.076815, 0.659944)
H (-1.647786, -2.178222, 0.674636)
H (0.101235, -1.959587, 0.746586)
H (-0.697567, -2.016712, -0.853618)
H (-2.358283, 1.189775, -0.445124)
H (-3.168914, -0.330384, -0.054904)
H (-2.232888, -0.219312, -1.550268)

Cartesian forces (eV/Å) of the 3 atoms listed first:
H -0.985 -0.855 -0.458
N 0.407 0.826 0.270
C 1.614 1.636 0.097

Results of the natural (NBO) charge analysis, in e, for atoms 1 through 2: H 0.341; N -0.725

[2]
Computed, not measured: an isolated ion of composition C6H15N2Si and charge +1 at a distorted geometry, with the ωB97M-V functional and the def2-TZVPD basis.

The spin multiplicity is 1. The calculation puts the highest occupied orbital energy at -0.43281 hartree. Its LUMO energy is -3.793 eV. The orbital gap comes out at 7.98 eV. The energy above the lowest of the compared OMol25 structures with the same formula, charge and spin is 81.30 kcal per mole. Its net charge is +1.

Positions of all 24 atoms, in Å:
C (-1.049268, -0.735876, -0.422855)
C (0.908918, 1.072978, -1.361790)
C (-2.132153, -1.656650, -0.706736)
C (1.516881, -0.099219, -2.019637)
C (0.513662, 2.776548, 0.206460)
C (-0.910998, -1.721167, 1.980202)
N (1.069090, 1.472712, -0.103133)
N (-0.508067, -0.669236, 0.819700)
Si (1.004196, 0.190819, 1.219917)
H (0.671296, 1.825706, -2.119912)
H (-2.146638, -2.546589, 0.001408)
H (-1.997876, -2.041809, -1.613291)
H (-3.178721, -1.186765, -0.770036)
H (0.866908, -0.587600, -2.756695)
H (1.694686, -0.790094, -1.234704)
H (2.444247, 0.249057, -2.385060)
H (0.037098, 3.345631, -0.536766)
H (-0.060598, 2.574658, 1.084176)
H (1.346596, 3.453504, 0.551075)
H (-0.111947, -2.485906, 1.876862)
H (-1.930646, -2.053562, 1.847153)
H (-0.928741, -1.039138, 2.794813)
H (2.350256, -0.277062, 1.338872)
H (0.531818, 0.929059, 2.309977)

Cartesian forces (eV/Å) of the 3 atoms listed first:
C 1.853 2.081 1.504
C 0.735 0.893 0.127
C -2.138 -0.099 4.341

Results of the natural (NBO) charge analysis, in e, for atoms 1 through 2: C 0.189; C 0.342

[3]
Computed, not measured: a 2-piece molecular cluster, C9H14 overall at a distorted geometry, with the ωB97M-V functional and the def2-TZVPD basis.

The spin multiplicity is 1. The calculation puts the highest occupied orbital energy at -0.33316 hartree. Its LUMO energy is 0.935 eV. The orbital gap comes out at 10.00 eV. Its structure (SMILES) is Cc1ccccc1.CC. The energy above the lowest of the compared OMol25 structures with the same formula, charge and spin is 9.03 kcal per mole.

Positions of all 23 atoms, in Å:
C (2.677565, 0.391521, -0.646122)
C (1.543845, 0.482180, 0.338897)
C (0.905014, 1.686982, 0.602637)
C (-0.073496, 1.848215, 1.573850)
C (-0.484361, 0.716126, 2.275643)
C (0.110889, -0.505638, 2.002524)
C (1.176092, -0.625873, 1.110526)
H (3.608165, 0.089979, -0.170110)
H (2.810531, 1.384718, -1.071058)
H (2.551473, -0.291743, -1.479477)
H (1.201557, 2.547849, 0.005709)
H (-0.466860, 2.826899, 1.798073)
H (-1.242009, 0.776946, 3.046501)
H (-0.346543, -1.396954, 2.414740)
H (1.534207, -1.639826, 0.969173)
C (-2.962366, -1.480383, -2.147773)
C (-2.007234, -1.627125, -3.327145)
H (-3.562029, -0.574223, -2.226204)
H (-3.589305, -2.347689, -1.961310)
H (-2.366429, -1.309918, -1.255212)
H (-2.368343, -2.244099, -4.155027)
H (-1.857421, -0.664924, -3.804993)
H (-1.060666, -2.098545, -3.076917)

Cartesian forces (eV/Å) of the 3 atoms listed first:
C 0.043 0.594 -0.106
C 0.344 -0.917 0.631
C 0.209 0.636 -0.487

Results of the natural (NBO) charge analysis, in e, for atoms 1 through 2: C -0.631; C -0.006

[4]
Computed, not measured: C34H32BrCoO2Sb as an isolated structure at a distorted geometry, with the ωB97M-V functional and the def2-TZVPD basis.

The spin multiplicity is 2. The calculation puts the highest occupied orbital energy (spin up / spin down) at -0.01063 / -0.01041 hartree. Its LUMO energy (spin up / spin down) is 3.622 / 3.622 eV. The orbital gap (spin up / spin down) comes out at 3.91 / 3.91 eV. The energy above the lowest of the compared OMol25 structures with the same formula, charge and spin is 15.70 kcal per mole. Its net charge is -2.

Positions of all 71 atoms, in Å:
Co (0.811472, -0.312226, 0.704092)
C (2.316641, -2.000611, -0.162824)
C (0.986523, -2.418308, -0.382851)
C (0.347081, -1.443716, -1.170347)
C (1.297941, -0.424194, -1.452316)
C (2.519003, -0.778473, -0.837597)
H (3.066774, -2.555427, 0.382851)
H (0.551959, -3.350898, -0.053891)
H (-0.647688, -1.498559, -1.584567)
H (1.144679, 0.390701, -2.143992)
H (3.453498, -0.245052, -0.929295)
C (-5.680188, 2.400676, -2.476300)
C (-4.843552, 1.838347, -3.604969)
C (-5.475471, 1.397044, -4.769715)
C (-4.739394, 0.835337, -5.807240)
C (-3.363500, 0.714046, -5.668578)
C (-2.749427, 1.155956, -4.498408)
C (-3.449616, 1.732763, -3.437009)
Sb (-1.517711, 1.683638, -1.181692)
C (-2.872139, 2.728046, 0.156399)
C (-2.722913, 4.073005, 0.478650)
C (-3.572037, 4.703596, 1.380617)
C (-4.580400, 3.976591, 1.993518)
C (-4.705835, 2.621097, 1.719088)
C (-3.861507, 1.984325, 0.814719)
C (-3.979663, 0.503092, 0.578929)
C (-0.348902, 3.409794, -1.867911)
C (1.025030, 3.271533, -1.666603)
C (1.942064, 4.183481, -2.172001)
C (1.487246, 5.285426, -2.875551)
C (0.123273, 5.452616, -3.067641)
C (-0.807610, 4.525208, -2.598736)
C (-2.261430, 4.747367, -2.913382)
H (-6.670322, 2.724621, -2.815877)
H (-5.167334, 3.239768, -2.003137)
H (-5.825598, 1.636791, -1.706263)
H (-6.557242, 1.493038, -4.874689)
H (-5.239052, 0.481591, -6.704524)
H (-2.772346, 0.274538, -6.470561)
H (-1.665769, 1.029662, -4.400370)
H (-1.912205, 4.638047, 0.030917)
H (-3.443642, 5.757564, 1.604281)
H (-5.245236, 4.453429, 2.705735)
H (-5.477078, 2.045923, 2.223970)
H (-4.842866, 0.084819, 1.100687)
H (-3.080414, -0.007806, 0.936549)
H (-4.071162, 0.287537, -0.489322)
H (1.394488, 2.423734, -1.098598)
H (3.004400, 4.025772, -2.020496)
H (2.187725, 6.011732, -3.274229)
H (-0.225136, 6.326481, -3.610804)
H (-2.413979, 5.711395, -3.407262)
H (-2.872436, 4.716006, -2.013317)
H (-2.626799, 3.948523, -3.558368)
C (-0.255235, 1.339145, 0.632106)
H (0.344759, 2.253699, 0.757643)
H (-0.980553, 1.318689, 1.456815)
Br (3.339472, 0.836312, 7.708974)
C (1.783885, 0.306302, 6.706760)
C (0.598471, 0.129351, 7.400673)
C (-0.526895, -0.235352, 6.666014)
C (-0.445518, -0.430556, 5.301829)
C (0.760281, -0.249286, 4.623485)
C (1.890564, 0.141604, 5.346456)
C (0.842276, -0.454115, 3.155785)
O (1.894985, -0.129214, 2.541855)
O (-0.150630, -0.921327, 2.539688)
H (0.549321, 0.281038, 8.469139)
H (-1.470740, -0.349863, 7.185517)
H (-1.308898, -0.716754, 4.716109)
H (2.810156, 0.308639, 4.803684)

Cartesian forces (eV/Å) of the 3 atoms listed first:
Co 0.186 -0.433 -1.137
C 0.052 0.007 0.106
C -0.052 0.016 -0.170

Results of the Löwdin charge analysis, in e, for atoms 1 through 2: Co 0.384; C -0.179